(1)
{
  "formula": "C21H15ClMgN3O6S",
  "method": "the ωB97M-V functional and the def2-TZVPD basis",
  "species": ["Mg", "Cl", "C", "C", "C", "C", "O", "C", "C", "N", "C", "C", "C", "C", "C", "C", "C", "C", "N", "C", "C", "H", "H", "H", "H", "H", "H", "H", "H", "H", "H", "O", "S", "O", "O", "O", "O", "N", "C", "C", "C", "C", "C", "H", "H", "H", "H", "H"],
  "positions_angstrom": [[0.572, 0.240, -0.601], [-6.015, -2.219, 1.646], [-4.467, -1.835, 0.869], [-3.808, -2.815, 0.146], [-2.609, -2.492, -0.477], [-2.031, -1.209, -0.406], [-0.942, -0.936, -1.039], [-2.724, -0.218, 0.383], [-2.246, 1.130, 0.536], [-1.073, 1.575, 0.075], [-0.740, 2.884, 0.150], [-1.459, 3.910, 0.801], [-0.990, 5.228, 0.801], [0.169, 5.603, 0.163], [0.915, 4.614, -0.545], [2.098, 4.893, -1.250], [2.755, 3.898, -1.926], [2.229, 2.603, -1.905], [1.120, 2.300, -1.256], [0.465, 3.271, -0.567], [-3.943, -0.564, 0.986], [-4.224, -3.812, 0.072], [-2.079, -3.243, -1.052], [-2.928, 1.812, 1.039], [-2.375, 3.681, 1.326], [-1.567, 5.981, 1.330], [0.520, 6.629, 0.180], [2.482, 5.909, -1.245], [3.678, 4.088, -2.458], [2.736, 1.785, -2.403], [-4.477, 0.187, 1.558], [4.136, 0.108, -1.332], [2.978, -0.615, -0.805], [1.856, -0.652, -1.838], [2.327, 0.159, 0.328], [3.314, -1.970, -0.374], [0.397, -1.855, 1.491], [0.866, -2.979, 1.140], [1.522, -3.764, 2.027], [2.016, -4.994, 1.662], [1.854, -5.450, 0.361], [1.206, -4.616, -0.538], [0.734, -3.385, -0.146], [1.623, -3.323, 3.006], [2.539, -5.583, 2.405], [2.241, -6.412, 0.053], [1.084, -4.895, -1.576], [0.266, -2.655, -0.797]],
  "homo_energy_ev": [0.47, -1.75],
  "e_above_lowest_kj_mol": 15.5,
  "spin_multiplicity": 2,
  "total_charge": -2,
  "orbital_gap_ev": [4.03, 6.25]
}

---

(2)
{
  "formula": "C21H15CoN7O2",
  "method": "the ωB97M-V functional and the def2-TZVPD basis",
  "species": ["Co", "O", "N", "O", "C", "C", "C", "C", "C", "C", "N", "C", "C", "N", "C", "C", "C", "C", "H", "H", "H", "H", "H", "H", "H", "N", "C", "C", "C", "N", "H", "H", "H", "H", "N", "C", "C", "C", "C", "C", "N", "C", "H", "H", "H", "H"],
  "positions_angstrom": [[0.788, 0.176, -0.629], [-3.227, -4.755, 3.151], [-2.740, -4.654, 2.058], [-2.811, -5.446, 1.149], [-1.957, -3.410, 1.800], [-1.606, -2.688, 2.895], [-0.822, -1.500, 2.772], [-0.405, -0.677, 3.839], [0.350, 0.447, 3.567], [0.697, 0.751, 2.253], [0.325, -0.027, 1.231], [-0.433, -1.118, 1.493], [-0.827, -1.859, 0.361], [-0.392, -1.330, -0.811], [-0.711, -1.946, -1.954], [-1.475, -3.107, -1.952], [-1.926, -3.649, -0.765], [-1.593, -3.022, 0.463], [-1.928, -3.036, 3.869], [-0.680, -0.922, 4.859], [0.680, 1.102, 4.361], [1.290, 1.627, 2.019], [-0.350, -1.508, -2.878], [-1.716, -3.582, -2.894], [-2.527, -4.546, -0.767], [2.929, 1.665, -2.130], [4.255, 1.596, -2.236], [4.710, 0.618, -1.357], [3.576, 0.121, -0.756], [2.466, 0.754, -1.235], [2.300, 2.210, -2.702], [4.798, 2.224, -2.927], [5.732, 0.324, -1.189], [3.489, -0.645, 0.002], [0.629, 6.342, -0.249], [0.151, 5.353, -0.583], [-0.403, 4.089, -0.969], [-1.668, 3.974, -1.550], [-2.135, 2.712, -1.887], [-1.344, 1.609, -1.637], [-0.115, 1.733, -1.091], [0.350, 2.946, -0.751], [-2.266, 4.859, -1.727], [-3.109, 2.578, -2.338], [-1.678, 0.613, -1.881], [1.332, 3.004, -0.301]],
  "homo_energy_ev": [-18.81, -18.82],
  "spin_multiplicity": 1,
  "total_charge": 3,
  "orbital_gap_ev": [6.28, 6.08]
}

---

(3)
{
  "formula": "C21H15F6N4SV",
  "method": "the ωB97M-V functional and the def2-TZVPD basis",
  "species": ["V", "N", "C", "S", "N", "N", "C", "C", "C", "C", "C", "C", "C", "C", "C", "C", "C", "C", "N", "H", "H", "H", "H", "H", "H", "H", "H", "H", "H", "H", "F", "C", "F", "C", "F", "F", "F", "F", "C", "C", "C", "C", "C", "C", "H", "H", "H", "H"],
  "positions_angstrom": [[-1.311, 0.641, -0.418], [1.746, 3.859, -0.662], [0.990, 2.808, -0.416], [-0.722, 2.794, -0.788], [1.451, 1.721, 0.135], [0.639, 0.716, 0.292], [1.038, -0.291, 1.046], [2.328, -0.306, 1.717], [3.494, 0.068, 1.029], [4.714, 0.049, 1.670], [4.798, -0.321, 3.008], [3.643, -0.644, 3.711], [2.419, -0.658, 3.075], [0.068, -1.363, 1.124], [0.261, -2.593, 1.760], [-0.746, -3.541, 1.691], [-1.906, -3.241, 0.984], [-2.026, -2.000, 0.377], [-1.057, -1.088, 0.438], [1.358, 4.702, -1.059], [2.723, 3.852, -0.404], [3.435, 0.320, -0.019], [5.605, 0.307, 1.124], [5.756, -0.347, 3.499], [3.699, -0.880, 4.762], [1.520, -0.864, 3.639], [1.181, -2.795, 2.283], [-0.636, -4.503, 2.171], [-2.710, -3.957, 0.903], [-2.933, -1.748, -0.166], [-3.495, 2.601, -0.455], [-3.012, 1.472, 0.068], [-3.821, 0.448, -0.337], [-2.940, 1.495, 1.591], [-2.856, 0.209, 2.010], [-3.890, 2.106, 2.241], [-1.737, 2.039, 1.944], [-1.743, -0.687, -6.324], [-1.653, -0.367, -5.048], [-1.652, 0.975, -4.677], [-1.523, 1.294, -3.343], [-1.394, 0.307, -2.362], [-1.415, -1.038, -2.761], [-1.546, -1.377, -4.094], [-1.740, 1.741, -5.433], [-1.528, 2.347, -3.072], [-1.310, -1.852, -2.051], [-1.563, -2.410, -4.404]],
  "homo_energy_ev": -14.65,
  "e_above_lowest_kj_mol": 113.9,
  "spin_multiplicity": 1,
  "total_charge": 2,
  "orbital_gap_ev": 5.73
}

---

(4)
{
  "formula": "C21H15N5NiO7",
  "method": "the ωB97M-V functional and the def2-TZVPD basis",
  "species": ["Ni", "C", "C", "N", "N", "C", "O", "C", "C", "C", "C", "C", "C", "C", "C", "C", "C", "C", "N", "H", "H", "H", "H", "H", "H", "H", "H", "H", "H", "H", "H", "O", "C", "O", "C", "C", "C", "C", "C", "C", "N", "O", "O", "N", "O", "O", "H", "H", "H"],
  "positions_angstrom": [[1.342, 0.631, 0.745], [0.647, 0.232, 4.855], [1.137, 0.618, 3.494], [0.628, 0.124, 2.325], [-0.295, -0.761, 2.270], [-0.718, -0.861, 0.964], [-0.257, -0.154, 0.012], [-1.815, -1.824, 0.775], [-2.266, -2.722, 1.738], [-3.440, -3.463, 1.525], [-4.149, -3.310, 0.321], [-3.632, -2.465, -0.681], [-2.451, -1.810, -0.467], [2.139, 1.605, 3.203], [2.955, 2.286, 4.138], [3.767, 3.297, 3.614], [3.800, 3.527, 2.239], [3.125, 2.658, 1.374], [2.351, 1.737, 1.859], [-0.198, -0.444, 4.767], [0.374, 1.083, 5.462], [1.436, -0.318, 5.412], [-1.609, -2.874, 2.593], [-3.835, -4.031, 2.364], [-5.027, -3.902, 0.157], [-4.210, -2.213, -1.573], [-2.016, -1.192, -1.273], [2.817, 2.054, 5.194], [4.313, 3.989, 4.246], [4.295, 4.365, 1.748], [3.267, 2.698, 0.279], [3.238, -0.298, -2.506], [2.300, 0.301, -1.968], [2.357, 0.995, -0.890], [1.004, 0.201, -2.724], [0.141, 1.316, -2.885], [-0.939, 1.192, -3.728], [-1.278, 0.009, -4.378], [-0.471, -1.131, -4.147], [0.644, -1.058, -3.302], [-0.869, -2.407, -4.775], [-1.719, -2.268, -5.641], [-0.342, -3.403, -4.286], [-1.777, 2.304, -3.934], [-1.461, 3.370, -3.416], [-2.802, 2.155, -4.616], [0.324, 2.183, -2.244], [-2.154, -0.164, -5.001], [1.329, -1.856, -3.239]],
  "homo_energy_ev": [-8.56, -8.56],
  "e_above_lowest_kj_mol": 0.0,
  "spin_multiplicity": 3,
  "orbital_gap_ev": [6.88, 6.86]
}

---

| no. | largest force on an atom (eV/A) |
| --- | --- |
| 1 | 1.03 |
| 2 | 0.87 |
| 3 | 3.37 |
| 4 | 5.82 |